78
Properties=species:S:1:pos:R:3:forces:R:3:mulliken_charge:R:1 method="wB97M-V/def2-TZVPD" energy_ha=-3254.9313 homo_lumo_gap_ev=7.5 relative_energy_kj_mol=0.0 total_charge=-1
C 2.6969 -1.6491 -5.7134 0.49 -0.11 -0.45 -1.599
C 1.6977 -0.7264 -5.0804 -0.71 0.47 0.11 0.634
H 3.0565 -1.2943 -6.6875 -0.13 0.04 0.09 0.456
H 2.2277 -2.6312 -5.9019 0.25 0.29 0.17 0.160
H 3.5972 -1.8029 -5.0868 -0.56 0.04 -0.20 0.328
C 0.6907 -0.1322 -5.7457 0.80 -0.29 0.67 0.552
C 0.6374 -0.0333 -7.2182 -0.26 -0.10 -0.78 -1.565
H -0.1497 0.3190 -5.2218 0.57 0.12 0.03 0.306
H 0.2881 -0.9631 -7.6768 0.12 -0.05 -0.15 0.276
H 1.6199 0.2256 -7.6284 -0.16 -0.16 -0.08 0.348
H -0.0699 0.7410 -7.5243 0.09 0.00 -0.02 0.399
Mg -0.9944 -0.7976 1.4430 0.08 -2.01 1.92 1.338
Cl 1.3608 -0.9760 2.0823 0.25 -0.13 0.05 -0.738
Cl -1.2882 -3.1559 0.9319 -0.10 0.03 -0.06 -0.728
C 0.4764 2.0480 2.0912 -0.07 -0.53 0.66 -0.091
O -0.5037 1.6920 2.7516 0.38 0.77 -0.94 -0.523
N 0.6118 3.2208 1.4309 -0.45 0.42 -0.19 0.419
C -0.5600 3.9968 1.0786 0.19 0.17 0.25 -0.684
C 1.9148 3.8270 1.2675 0.06 -0.39 -0.29 -0.810
H 1.3327 1.3676 1.9741 0.09 0.20 0.31 0.325
H -1.4430 3.4245 1.3707 0.13 0.16 -0.02 0.105
H -0.5967 4.1999 -0.0016 0.12 -0.18 0.25 0.077
H -0.5266 4.9602 1.6042 -0.25 -0.02 0.00 0.388
H 2.6608 3.1368 1.6802 -0.08 0.23 -0.15 0.321
H 1.9587 4.7758 1.8142 0.03 -0.06 0.08 0.315
H 2.1659 4.0357 0.2159 -0.18 -0.13 0.27 0.162
H -2.9698 -1.5873 -2.4444 -0.06 0.03 0.33 0.237
H -3.0513 0.8627 -2.8974 -0.14 -0.06 0.30 0.090
C -3.6945 -1.4917 -1.6198 -0.02 -0.13 -0.15 -0.858
C -3.8697 0.9069 -2.1603 -0.06 -0.03 0.11 -0.670
N -3.7276 -0.1221 -1.1457 -0.01 0.21 0.49 0.267
H -3.4155 -2.1658 -0.8041 0.01 0.15 -0.11 0.267
C -3.3797 0.2196 0.1170 0.37 -0.21 0.35 0.126
O -3.0793 -0.5488 1.0485 -1.13 0.59 -0.97 -0.736
H -3.8576 1.8925 -1.6812 -0.01 -0.20 -0.14 0.259
H -3.3653 1.3175 0.2621 -0.22 -0.36 -0.02 0.177
H -4.6826 -1.7527 -2.0250 0.14 -0.06 0.14 0.314
H -4.8170 0.7792 -2.7031 0.14 0.04 0.14 0.374
O 1.0750 -1.7733 -3.0486 -0.45 2.23 -1.04 0.107
C 1.7806 -0.6590 -3.5659 -0.38 -0.32 0.69 -0.831
C -0.0499 1.0528 -3.0158 -0.58 0.51 -0.09 0.219
C 1.2849 0.6869 -2.9960 0.42 -0.77 -0.24 0.831
H -0.7975 0.2980 -3.2997 0.32 0.43 0.30 0.359
C -0.4330 2.3680 -2.6985 0.68 -0.37 -0.20 -0.933
H 2.8313 -0.7784 -3.2573 -0.07 0.27 -0.18 0.243
C 2.2422 1.5864 -2.5407 -0.27 0.44 -0.13 -0.476
H -1.4786 2.6587 -2.7333 0.12 -0.06 0.02 0.175
C 0.5392 3.3008 -2.3245 0.14 -0.39 -0.09 -0.607
C 1.8769 2.8968 -2.2094 -0.17 -0.26 -0.20 -0.925
H 3.2779 1.2509 -2.5026 -0.14 0.23 0.11 0.370
H 0.2498 4.3319 -2.1122 0.13 -0.28 -0.02 0.580
H 2.6440 3.5995 -1.8893 -0.17 -0.09 -0.07 0.551
Si 1.1525 -3.2858 -2.5507 -0.51 -1.31 1.40 0.167
Cl -0.7876 0.6489 -0.1435 0.74 1.35 -1.71 -0.384
C -0.6476 -3.8294 -2.5253 -0.01 -0.15 0.08 -0.383
C 1.8424 -3.2812 -0.8327 0.18 -0.30 0.26 -0.568
C 2.1911 -4.4204 -3.6162 0.22 -0.33 -0.33 -1.254
H -1.2222 -3.0848 -1.9532 0.25 -0.18 -0.17 -0.353
H -0.8120 -4.7849 -1.9986 0.16 0.28 -0.23 0.351
H -1.0550 -3.9049 -3.5402 -0.03 0.00 0.05 0.293
H 1.7991 -4.5945 -4.6228 -0.05 0.09 0.04 0.311
H 2.2271 -5.4016 -3.1272 -0.04 0.08 0.04 0.388
H 3.2324 -4.0949 -3.7202 -0.11 0.08 0.06 0.323
H 1.5974 -2.3498 -0.3086 0.04 -0.12 -0.08 -0.074
H 2.9341 -3.4087 -0.8272 -0.13 0.03 0.07 0.305
H 1.3877 -4.0795 -0.2262 0.19 0.16 -0.14 0.307
C -0.4848 0.6081 6.7732 -0.26 -0.10 -0.08 -0.936
N -0.7796 -0.3559 5.7278 -0.37 -0.24 -0.03 0.153
C -0.4334 -1.7052 5.7075 -0.71 0.00 -1.17 -0.294
C -0.8368 -2.1712 4.4708 0.57 0.87 0.70 -0.659
N -1.3444 -1.1175 3.7445 -1.17 0.02 -0.22 -0.278
C -1.4042 -0.0769 4.5410 0.99 -0.69 0.79 -0.397
H -1.2802 0.6420 7.5261 0.11 -0.05 -0.03 0.302
H 0.4552 0.3342 7.2594 -0.12 0.13 -0.11 0.330
H -0.3969 1.6015 6.3210 0.10 -0.21 0.10 0.316
H 0.0066 -2.2388 6.5297 0.13 0.23 0.14 0.432
H -0.7684 -3.1666 4.0562 0.14 0.22 -0.10 0.389
H -1.8668 0.8838 4.3563 0.39 -0.19 -0.20 0.537